# 1
The following is a quantum chemistry calculation of a structure of composition C43H21F15GeN4NbO9PS2 at a distorted geometry, from the OMol25 dataset.

Structure (XYZ):
```
97
Properties=species:S:1:pos:R:3:lowdin_charge:R:1
Nb -0.6712 1.2004 0.3183 2.015
O -1.2176 -3.6145 -4.1598 0.136
C -1.0498 -2.5653 -3.3092 -0.393
O -2.0210 -2.0083 -2.8232 0.092
C 0.3602 -2.0086 -3.3372 -0.032
C 1.3916 -2.3997 -4.1244 -0.032
N 2.5023 -1.7840 -3.7310 0.073
N 2.3339 -1.0104 -2.6300 0.198
C 0.9844 -1.0006 -2.4538 -0.134
C 0.3890 -0.2231 -1.4484 -0.494
O -0.8259 -0.4532 -1.0628 -0.129
O 0.9357 0.8932 -1.0217 -0.144
H -0.5088 -4.2577 -4.1877 0.115
H 1.4494 -3.1057 -4.9567 0.163
H 3.4245 -1.9100 -3.9988 0.151
O -1.4155 2.7582 1.4337 -0.433
S -0.6636 3.9098 0.7342 0.582
O 0.0080 4.8087 1.5924 -0.193
O 0.1889 3.1930 -0.2637 -0.393
C -1.9937 4.8340 -0.0284 -0.244
C -2.2564 6.0704 0.5841 -0.011
C -3.1399 6.8917 -0.1014 -0.027
C -3.8741 6.4369 -1.1956 0.013
C -3.5921 5.1498 -1.7584 -0.092
C -2.7386 4.3056 -1.1149 -0.384
P -2.3320 2.7271 -1.7674 1.078
C -3.8997 1.9386 -2.3132 -0.335
C -3.7375 0.6366 -2.8023 -0.121
C -4.8222 0.0257 -3.4007 -0.065
C -6.0448 0.6895 -3.5353 -0.050
C -6.2018 1.8714 -2.8420 -0.075
C -5.1607 2.5348 -2.2242 -0.081
C -1.4566 3.1366 -3.2982 -0.317
C -1.0078 4.4800 -3.5903 -0.040
C 0.0657 4.6645 -4.5150 -0.052
C 0.5348 3.6370 -5.3279 -0.069
C -0.0282 2.3975 -5.1448 -0.085
C -0.9173 2.1145 -4.1075 -0.088
H -1.6443 6.4155 1.4289 0.134
H -3.2547 7.9079 0.2248 0.120
H -4.7047 6.9516 -1.6593 0.123
H -4.0748 4.8367 -2.6424 0.106
H -2.6948 0.2215 -2.7892 0.067
H -4.7752 -0.9761 -3.8308 0.116
H -6.8764 0.1651 -4.0306 0.126
H -7.1516 2.4077 -2.8177 0.120
H -5.3351 3.4883 -1.6996 0.108
H -1.5236 5.3378 -3.1402 0.100
H 0.3986 5.7224 -4.7115 0.130
H 1.3679 3.7646 -6.0282 0.125
H 0.0840 1.6985 -5.9486 0.107
H -1.1484 1.0684 -3.8588 0.089
F 0.7270 -3.2955 0.1302 0.039
C 2.1147 -3.4897 0.1277 -0.163
C 2.9336 -3.2670 1.2491 -0.131
C 4.1969 -3.8640 1.1459 -0.196
F 4.9449 -4.0780 2.2756 0.097
C 4.5864 -4.5697 0.0107 -0.100
F 5.6335 -5.4303 0.1655 0.122
C 3.8370 -4.6867 -1.1469 -0.110
F 4.1447 -5.6289 -2.0343 0.161
C 2.5620 -4.1070 -1.0552 -0.130
F 1.6635 -4.3346 -2.0286 0.102
Ge 2.6160 -2.0369 2.7438 1.035
S 2.2737 0.1081 1.6292 0.722
C 1.5584 -2.8555 4.1636 -0.108
C 2.1925 -3.3969 5.2987 -0.186
F 3.4600 -3.9262 5.2099 0.088
C 1.5799 -3.4891 6.5499 -0.118
F 2.3490 -3.7868 7.6156 0.140
C 0.2063 -3.3073 6.6743 -0.086
F -0.2925 -3.3447 7.9251 0.144
C -0.5078 -2.8392 5.5669 -0.120
F -1.8423 -2.6850 5.6151 0.115
C 0.1471 -2.7196 4.3408 -0.241
F -0.7048 -2.6508 3.3394 0.092
C 4.1931 -1.1590 3.5994 -0.187
C 4.2937 -0.8033 4.9285 -0.211
F 3.2323 -0.4367 5.6815 0.110
C 5.5388 -0.7445 5.5348 -0.095
F 5.6149 -0.5012 6.8879 0.113
C 6.6740 -1.0732 4.8482 -0.099
F 7.8460 -1.2053 5.4857 0.154
C 6.6110 -1.1880 3.4460 -0.093
F 7.7193 -1.3508 2.6694 0.119
C 5.3706 -1.2500 2.8476 -0.227
F 5.3176 -1.1990 1.4741 0.061
N -3.0596 -1.7795 0.2929 0.259
C -2.8902 -0.9385 1.3352 -0.500
N -3.3659 -1.1100 2.5741 0.252
O -2.3188 0.2117 1.1812 -0.180
H -3.5526 -2.6443 0.3667 0.137
H -2.7352 -1.3984 -0.5869 0.081
H -3.7947 -1.9546 2.8479 0.125
H -3.1518 -0.3808 3.2349 0.144
O -0.0742 0.1851 3.1608 -0.057
C 0.4935 0.4271 2.0946 -0.748
```

## Properties
HOMO-LUMO gap (alpha / beta)   5.33 / 5.33 eV
Net charge   +2
LUMO energy (alpha / beta)   -8.00 / -7.99 eV
Electronic energy   -7316.39131 hartree
ΔE to the lowest compared entry with this formula, charge and spin   31.4 kJ/mol

***

# 2
The following is a quantum chemistry calculation of a structure of composition C43H28F5N2O6PPdSi at a distorted geometry, from the OMol25 dataset.

Structure (XYZ):
```
87
Properties=species:S:1:pos:R:3:lowdin_charge:R:1
Pd -0.4954 0.5660 -0.6771 0.824
C -4.0830 -1.9047 5.9022 -0.065
C -3.9292 -2.8974 4.9428 -0.066
C -3.1806 -2.6591 3.8010 -0.069
C -2.5976 -1.4104 3.6085 -0.359
C -2.7137 -0.4295 4.5969 -0.102
C -3.4609 -0.6744 5.7358 -0.070
P -1.7197 -0.9338 2.0781 1.268
C -1.6339 -2.4263 1.0598 -0.345
C -2.7047 -2.8190 0.2104 -0.086
C -2.5268 -3.7879 -0.7120 -0.009
C -1.1592 -4.3188 -1.0065 -0.175
C -0.2404 -4.1928 0.1654 -0.003
C -0.4559 -3.2283 1.0914 -0.093
C -2.9150 0.1482 1.2306 -0.360
C -4.2139 0.4168 1.6986 -0.085
C -5.0101 1.3010 1.0060 -0.076
C -4.5142 1.9832 -0.1087 -0.051
C -3.2230 1.7455 -0.5667 -0.100
C -2.4309 0.8187 0.0976 -0.193
H -4.6863 -2.0902 6.7810 0.109
H -4.3988 -3.8623 5.0822 0.110
H -3.0636 -3.4371 3.0567 0.106
H -2.2299 0.5311 4.4585 0.113
H -3.5598 0.0935 6.4917 0.110
H -3.6738 -2.3498 0.3330 0.119
H -3.3482 -4.1362 -1.3232 0.126
H -1.2029 -5.3371 -1.4012 0.156
H 0.6551 -4.7989 0.1786 0.126
H 0.2762 -3.0417 1.8692 0.117
H -4.6004 -0.0855 2.5761 0.102
H -6.0255 1.4737 1.3385 0.106
H -5.1406 2.7029 -0.6223 0.109
H -2.8567 2.2914 -1.4242 0.097
C 4.9719 3.1020 -0.9824 -0.089
C 4.6780 1.7461 -0.9653 -0.084
C 3.4310 1.3005 -1.3793 -0.107
C 2.4677 2.2032 -1.8377 -0.315
C 2.7750 3.5648 -1.8398 -0.108
C 4.0169 4.0135 -1.4136 -0.085
Si 0.7619 1.6402 -2.4106 0.770
C 0.6917 0.5478 -3.9466 -0.328
C 1.5961 -0.4877 -4.1847 -0.100
C 1.4490 -1.3162 -5.2871 -0.080
C 0.4014 -1.1135 -6.1743 -0.086
C -0.4982 -0.0781 -5.9582 -0.085
C -0.3574 0.7392 -4.8475 -0.129
H 5.9437 3.4505 -0.6526 0.105
H 5.4207 1.0353 -0.6223 0.106
H 3.2056 0.2391 -1.3489 0.101
H 2.0377 4.2812 -2.1836 0.096
H 4.2392 5.0729 -1.4138 0.106
H -0.0364 2.8674 -2.7185 -0.004
H 2.4209 -0.6522 -3.4995 0.097
H 2.1492 -2.1256 -5.4519 0.105
H 0.2831 -1.7588 -7.0356 0.103
H -1.3146 0.0818 -6.6514 0.106
H -1.0733 1.5354 -4.6741 0.096
O 1.0154 0.1040 1.0191 -0.099
C 1.1327 1.3501 1.1397 -0.642
O 0.3350 2.1560 0.5789 -0.098
C 2.2748 1.8997 1.9350 -0.094
C 2.5407 3.2591 1.9455 0.085
C 3.6581 3.7205 2.6230 -0.113
C 4.5103 2.8656 3.2947 0.091
C 4.2173 1.5130 3.2752 -0.110
C 3.1150 1.0178 2.6012 0.085
N 5.1048 0.5863 3.9860 -0.349
O 6.1111 1.0455 4.4902 0.087
O 4.7760 -0.5828 4.0298 0.087
N 3.9574 5.1550 2.6065 -0.347
O 3.2133 5.8787 1.9755 0.087
O 4.9334 5.5328 3.2259 0.086
H 1.9027 3.9519 1.4166 0.135
H 5.3779 3.2350 3.8189 0.133
H 2.9113 -0.0420 2.5738 0.132
F 0.9451 -1.9764 -1.0317 0.062
C -0.2148 -2.0686 -1.7099 -0.244
C -1.0025 -0.9697 -1.8351 -0.153
C -2.0512 -1.0623 -2.7623 -0.221
F -2.8625 -0.0194 -2.9594 0.090
C -2.2401 -2.2081 -3.5568 -0.158
F -3.1535 -2.1985 -4.5338 0.117
C -1.5030 -3.3234 -3.3325 -0.132
F -1.6759 -4.4208 -4.0734 0.123
C -0.5384 -3.4398 -2.1962 -0.284
F 0.6120 -4.0991 -2.6139 0.064
```

## Properties
HOMO-LUMO gap (alpha / beta)   6.26 / 4.48 eV
2S+1   5
Net charge   0
⟨S²⟩   6.099
LUMO energy (alpha / beta)   -0.78 / -3.83 eV
Electronic energy   -3474.02298 hartree
ΔE to the lowest compared entry with this formula, charge and spin   101.9 kJ/mol

***

# 3
The following is a quantum chemistry calculation of a structure of composition C43H29Br2ILaN6O4, from the OMol25 dataset.

Structure (XYZ):
```
86
Properties=species:S:1:pos:R:3:lowdin_charge:R:1
La 0.2785 -0.3230 -0.2129 1.912
O -0.7325 -4.8222 -0.7769 0.006
C -0.2170 -3.7131 -0.6055 -0.479
N -0.6741 -2.4955 -0.9165 -0.057
C -1.8623 -2.3648 -1.6631 -0.229
C -2.8900 -3.3115 -1.6551 -0.028
C -3.9979 -3.1816 -2.4794 -0.112
C -4.0860 -2.1045 -3.3425 -0.115
C -3.0926 -1.1343 -3.3460 -0.056
C -1.9892 -1.2138 -2.4859 -0.230
N -0.9983 -0.2149 -2.3522 -0.052
C -0.8780 0.7616 -3.2532 -0.503
O -1.5246 0.9714 -4.2885 0.000
C 0.2202 1.7791 -2.9780 -0.189
C 0.7845 2.3995 -4.0918 0.003
C 1.6998 3.4143 -3.9080 -0.054
C 1.9913 3.8156 -2.6103 -0.056
C 1.3956 3.1367 -1.5667 -0.151
N 0.5510 2.1134 -1.7284 0.064
C 1.2006 -3.7187 -0.0522 -0.187
C 1.7359 -4.9329 0.3698 0.000
C 3.0692 -4.9874 0.7252 -0.060
C 3.8360 -3.8324 0.6260 -0.067
C 3.2129 -2.6664 0.2266 -0.195
N 1.9197 -2.5985 -0.0824 0.006
H -2.8020 -4.1619 -1.0007 0.097
H -4.7758 -3.9357 -2.4535 0.089
H -4.9273 -2.0057 -4.0190 0.088
H -3.1683 -0.2964 -4.0183 0.086
H 0.4752 2.0657 -5.0706 0.116
H 2.1683 3.8976 -4.7561 0.104
H 2.6792 4.6256 -2.4079 0.102
H 1.6232 3.4154 -0.5442 0.092
H 1.0859 -5.7952 0.3741 0.112
H 3.5154 -5.9176 1.0549 0.102
H 4.8911 -3.8304 0.8629 0.101
H 3.7725 -1.7399 0.1487 0.100
Br 4.6509 -0.5505 -3.4814 0.749
C 4.6305 0.5867 -1.9657 -0.608
C 5.7379 1.3875 -1.7028 -0.188
C 5.7398 2.2276 -0.6218 -0.638
Br 7.2732 3.3226 -0.3213 0.715
C 4.6341 2.2861 0.2515 -0.198
C 4.5559 3.1251 1.3840 -0.040
C 3.4382 3.1001 2.1674 -0.046
C 2.3861 2.2321 1.8320 -0.209
N 2.4119 1.4464 0.7802 0.020
C 3.5101 1.4572 -0.0186 -0.168
C 3.4626 0.5885 -1.1841 -0.475
O 2.4366 -0.1044 -1.4565 -0.260
H 6.5939 1.3451 -2.3619 0.090
H 5.3870 3.7761 1.6192 0.071
H 3.3535 3.7276 3.0446 0.103
H 1.4989 2.1804 2.4492 0.077
I 1.7576 -1.0505 2.9662 1.072
C -0.0588 -1.7687 3.7919 -0.588
C 0.0429 -2.3794 5.0088 -0.184
C -1.1270 -2.8113 5.6644 -0.101
C -2.3400 -2.5856 5.0846 -0.055
C -2.4458 -1.9546 3.8215 -0.177
C -3.7197 -1.7273 3.2513 -0.062
C -3.8139 -1.1586 2.0174 -0.081
C -2.6433 -0.8103 1.3078 -0.174
C -1.3518 -0.9710 1.7820 -0.268
C -1.2785 -1.5428 3.1000 -0.258
H 1.0101 -2.5268 5.4691 0.076
H -1.0514 -3.3066 6.6242 0.096
H -3.2544 -2.8940 5.5799 0.104
H -4.6032 -2.0220 3.8067 0.102
H -4.7831 -0.9893 1.5605 0.100
H -2.8010 -0.4373 0.3000 0.058
O -0.6068 1.8378 1.7395 -0.155
C -1.1425 3.0663 1.2820 -0.182
C -2.3603 2.8898 0.4108 -0.259
C -3.4369 3.7622 0.5008 -0.027
C -4.5203 3.5707 -0.3418 -0.071
C -4.4882 2.5129 -1.2334 -0.044
C -3.3738 1.6854 -1.2405 -0.100
N -2.3296 1.8654 -0.4362 0.116
H -1.3067 1.2896 2.1288 0.071
H -0.3484 3.5377 0.6987 0.110
H -1.3868 3.7246 2.1225 0.120
H -3.4237 4.5695 1.2222 0.107
H -5.3761 4.2326 -0.2950 0.102
H -5.3062 2.3169 -1.9128 0.105
H -3.3230 0.8430 -1.9185 0.089
```

## Properties
HOMO-LUMO gap   6.54 eV
Net charge   -1
LUMO energy   2.06 eV
Electronic energy   -7763.12053 hartree
ΔE to the lowest compared entry with this formula, charge and spin   53.1 kJ/mol